1.
{"formula": "C23H33O8P", "method": "the ωB97M-V functional and the def2-TZVPD basis", "symbols": ["C", "C", "C", "C", "C", "C", "C", "C", "C", "C", "C", "C", "O", "C", "C", "O", "C", "O", "C", "C", "C", "C", "C", "O", "H", "H", "H", "H", "H", "H", "H", "H", "H", "H", "H", "H", "H", "H", "H", "H", "H", "H", "H", "H", "H", "H", "H", "H", "C", "O", "P", "O", "O", "C", "O", "C", "H", "H", "H", "H", "H", "H", "H", "H", "H"], "coordinates": [[-4.46, -0.14, -0.76], [-4.39, 1.40, -0.87], [-3.08, 1.93, -1.46], [-2.72, 1.18, -2.75], [-1.72, 1.97, -3.61], [-0.37, 2.11, -2.95], [0.07, 3.36, -2.53], [1.29, 3.53, -1.91], [2.10, 2.43, -1.66], [1.69, 1.18, -2.08], [0.48, 1.01, -2.73], [0.15, -0.39, -3.20], [0.18, -1.33, -2.12], [1.32, -2.05, -1.99], [1.74, -2.28, -0.57], [1.93, -2.50, -2.92], [3.39, 2.62, -0.96], [4.31, 1.84, -1.07], [3.47, 3.82, -0.06], [4.45, 3.72, 1.07], [2.69, 4.88, -0.30], [2.66, 6.12, 0.53], [1.78, 4.87, -1.49], [1.49, 5.88, -2.09], [-4.86, -0.44, 0.20], [-5.12, -0.56, -1.52], [-3.50, -0.63, -0.87], [-5.22, 1.73, -1.51], [-4.55, 1.81, 0.12], [-3.14, 3.01, -1.63], [-2.30, 1.71, -0.74], [-2.29, 0.23, -2.46], [-3.62, 1.02, -3.35], [-2.15, 2.96, -3.74], [-1.60, 1.50, -4.59], [-0.53, 4.25, -2.69], [2.35, 0.35, -1.89], [0.83, -0.65, -4.00], [-0.85, -0.44, -3.63], [2.65, -1.71, -0.40], [1.99, -3.33, -0.48], [0.95, -2.02, 0.13], [5.46, 3.85, 0.69], [4.39, 2.71, 1.48], [4.26, 4.44, 1.85], [3.63, 6.38, 0.95], [1.94, 6.04, 1.35], [2.33, 6.96, -0.08], [-1.95, -4.96, 5.58], [-1.88, -5.13, 4.15], [-0.68, -4.40, 3.30], [-1.41, -3.39, 2.50], [-0.25, -5.70, 2.47], [-1.20, -6.66, 2.02], [0.84, -3.79, 3.23], [1.66, -3.73, 4.42], [-2.82, -5.50, 5.93], [-1.07, -5.36, 6.07], [-2.07, -3.90, 5.83], [-2.08, -6.17, 1.59], [-1.50, -7.31, 2.83], [-0.72, -7.26, 1.25], [1.82, -4.72, 4.84], [1.19, -3.08, 5.16], [2.61, -3.30, 4.13]], "mulliken_charge": [-1.0263, -0.6350, -0.5869, -0.3729, -1.6004, 0.3121, -1.0617, 0.0576, -0.1283, -0.6513, 1.5667, -1.3385, -0.2609, 0.6509, -0.8925, -0.5867, 0.2356, -0.6047, 0.8476, -1.6861, 0.5581, -1.7225, 0.2445, -0.5992, 0.3404, 0.2647, 0.2465, 0.3229, 0.4066, 0.3137, 0.3011, 0.2334, 0.4963, 0.4937, 0.4305, 0.4314, 0.7605, 0.4267, 0.6329, 0.2895, 0.3447, 0.2992, 0.2980, 0.3542, 0.4594, 0.4182, 0.3139, 0.3995, -0.7018, -0.3200, 0.9119, -0.6318, -0.2664, -0.6096, -0.2160, -0.7321, 0.2425, 0.3213, 0.3246, 0.3182, 0.2229, 0.2463, 0.3313, 0.3311, 0.2302], "energy_ha": -1839.50870, "e_above_lowest_kcal_mol": 45.6, "smiles": "CCCCCc1cc2c(cc1COC(C)=O)C(=O)C(C)=C(C)C2=O.COP(=O)(OC)OC", "total_charge": 0, "spin_multiplicity": 1, "homo_lumo_gap_ev": 8.6, "lumo_ha": -0.0231, "max_force_ev_per_a": 6.1, "homo_ev": -9.2532}

=====

2.
{"formula": "C38H41N2O", "method": "the ωB97M-V functional and the def2-TZVPD basis", "symbols": ["C", "C", "C", "C", "C", "C", "N", "C", "C", "O", "C", "C", "C", "C", "C", "C", "C", "C", "C", "C", "H", "H", "H", "H", "H", "H", "H", "H", "H", "H", "H", "H", "H", "H", "H", "H", "H", "H", "H", "C", "C", "C", "C", "C", "N", "C", "C", "C", "C", "C", "C", "C", "C", "C", "C", "C", "C", "C", "C", "C", "H", "H", "H", "H", "H", "H", "H", "H", "H", "H", "H", "H", "H", "H", "H", "H", "H", "H", "H", "H", "H", "H"], "coordinates": [[0.79, -0.95, -4.91], [-0.16, 0.07, -4.76], [-1.08, 0.01, -3.72], [-0.98, -0.99, -2.71], [-1.75, -0.97, -1.50], [-2.57, 0.12, -1.12], [-3.84, -0.05, -0.64], [-4.57, -1.27, -1.02], [-5.98, -1.32, -0.42], [-6.00, -0.78, 0.90], [-5.74, 0.62, 0.88], [-4.41, 0.97, 0.24], [-2.02, 1.48, -1.28], [-0.65, 1.69, -1.06], [-0.05, 2.90, -1.39], [-0.83, 3.97, -1.83], [-2.20, 3.79, -2.03], [-2.79, 2.55, -1.80], [-0.08, -2.06, -2.94], [0.79, -2.03, -4.02], [1.51, -0.90, -5.72], [-0.19, 0.90, -5.46], [-1.88, 0.75, -3.66], [-1.86, -1.92, -0.96], [-4.66, -1.32, -2.12], [-4.01, -2.16, -0.69], [-6.67, -0.79, -1.10], [-6.30, -2.36, -0.28], [-6.55, 1.15, 0.33], [-5.74, 0.92, 1.93], [-3.69, 1.19, 1.05], [-4.55, 1.91, -0.31], [-0.06, 0.87, -0.65], [1.04, 3.00, -1.33], [-0.36, 4.93, -2.03], [-2.82, 4.61, -2.39], [-3.84, 2.39, -2.06], [-0.08, -2.89, -2.24], [1.49, -2.86, -4.17], [4.25, 2.10, 2.26], [2.84, 2.67, 2.15], [2.63, 3.75, 3.22], [2.63, 3.30, 0.78], [1.84, 1.54, 2.34], [1.17, 1.42, 3.50], [0.43, 0.25, 3.55], [0.63, -0.43, 2.33], [0.04, -1.68, 2.14], [-0.73, -2.22, 3.18], [-0.91, -1.53, 4.39], [-0.33, -0.27, 4.59], [1.54, 0.39, 1.54], [1.99, -0.01, 0.26], [2.55, -1.30, 0.02], [2.91, -2.21, 1.06], [3.30, -3.50, 0.75], [3.39, -3.93, -0.58], [3.73, -5.36, -0.87], [3.16, -3.01, -1.61], [2.80, -1.71, -1.32], [4.42, 1.31, 1.51], [4.99, 2.89, 2.09], [4.42, 1.67, 3.25], [1.60, 4.14, 3.21], [2.88, 3.39, 4.23], [3.30, 4.60, 3.01], [1.58, 3.59, 0.64], [3.25, 4.20, 0.68], [2.91, 2.60, -0.02], [1.19, 2.08, 4.27], [0.18, -2.20, 1.20], [-1.18, -3.21, 3.06], [-1.51, -1.98, 5.18], [-0.44, 0.31, 5.50], [2.05, 0.73, -0.54], [2.87, -1.89, 2.10], [3.55, -4.20, 1.55], [3.80, -5.53, -1.94], [4.70, -5.62, -0.41], [2.98, -6.04, -0.45], [3.28, -3.33, -2.65], [2.64, -0.97, -2.11]], "mulliken_charge": [-0.5526, -0.7866, -0.1344, 1.0096, -1.6409, 0.5559, 0.4574, -0.3002, -0.7211, -0.4168, -0.7203, -0.1997, -0.8426, 0.9948, -0.8689, -0.8274, -0.9196, -0.1864, -0.4293, -0.7191, 0.4066, 0.4379, 0.4291, 0.3565, 0.3032, 0.2837, 0.3404, 0.3218, 0.3351, 0.3254, 0.2526, 0.2132, 0.1608, 0.6650, 0.4219, 0.4092, 0.5191, 0.3779, 0.4804, -1.5902, 2.1826, -1.9770, -1.7307, -1.0233, 0.1842, -0.5419, 0.3015, 0.2325, -1.1139, -0.7170, -0.8997, 1.6185, 0.0152, 0.6314, -0.2733, -0.9457, 1.1748, -1.5338, -0.9078, -0.6411, 0.3165, 0.4422, 0.3837, 0.3950, 0.3970, 0.4308, 0.4544, 0.5169, 0.2588, 0.3049, 0.6255, 0.4617, 0.4358, 0.4568, 0.0608, 0.5264, 0.4462, 0.3688, 0.3751, 0.3400, 0.3383, 0.4274], "energy_ha": -1657.08430, "e_above_lowest_kcal_mol": 1.9, "total_charge": 1, "spin_multiplicity": 1, "homo_lumo_gap_ev": 4.1, "lumo_ha": -0.1787, "max_force_ev_per_a": 2.0, "homo_ev": -8.9290}

=====

3.
{"formula": "C3H6NO3", "method": "the ωB97M-V functional and the def2-TZVPD basis", "symbols": ["O", "C", "O", "N", "C", "C", "O", "H", "H", "H", "H", "H", "H"], "coordinates": [[0.77, -1.85, 2.58], [0.94, -1.24, 1.52], [1.83, -1.25, 0.64], [-0.15, -0.28, 1.15], [-0.58, -0.18, -0.26], [0.20, 1.02, -0.79], [-0.30, 1.44, -2.10], [-0.91, -0.31, 1.82], [-0.32, -1.05, -0.85], [-1.67, -0.03, -0.27], [0.22, 1.86, -0.09], [1.19, 0.73, -1.09], [-1.20, 1.13, -2.26]], "mulliken_charge": [-0.7548, 0.5124, -0.7176, -0.2904, -0.5379, -0.2770, -0.5631, 0.1983, 0.2535, 0.4599, 0.2754, 0.1621, 0.2793], "energy_ha": -398.44407, "e_above_lowest_kcal_mol": 31.4, "smiles": "O=C([O-])NCCO", "total_charge": -1, "spin_multiplicity": 1, "homo_lumo_gap_ev": 7.7, "lumo_ha": 0.1338, "max_force_ev_per_a": 2.3, "homo_ev": -4.0873}

=====

4.
{"formula": "C9H19FO3P", "method": "the ωB97M-V functional and the def2-TZVPD basis", "symbols": ["C", "C", "O", "C", "C", "C", "C", "C", "P", "F", "C", "C", "O", "O", "H", "H", "H", "H", "H", "H", "H", "H", "H", "H", "H", "H", "H", "H", "H", "H", "H", "H", "H"], "coordinates": [[4.98, 1.78, 0.44], [3.99, 1.90, -0.86], [3.29, 0.66, -1.23], [2.57, 0.06, -0.09], [1.27, -0.87, -0.58], [0.60, -1.47, 0.79], [-0.91, -2.08, 0.63], [-1.80, -1.46, -0.60], [-2.30, 0.38, -0.35], [-2.84, 1.13, -1.84], [-3.85, 0.35, 0.82], [-5.18, -0.19, -0.01], [-5.74, -1.38, 0.31], [-5.81, 0.53, -1.14], [5.67, 0.82, 0.38], [4.39, 1.73, 1.48], [5.68, 2.74, 0.54], [3.23, 2.79, -0.65], [4.67, 2.28, -1.76], [3.30, -0.51, 0.62], [2.11, 0.95, 0.55], [0.58, -0.14, -1.20], [1.73, -1.71, -1.28], [0.68, -0.70, 1.69], [1.29, -2.38, 1.12], [-1.49, -1.81, 1.64], [-0.95, -3.27, 0.58], [-1.23, -1.50, -1.65], [-2.80, -2.09, -0.77], [-1.16, 1.06, 0.25], [-3.63, -0.39, 1.72], [-4.09, 1.43, 1.21], [-6.26, 1.36, -0.76]], "mulliken_charge": [-0.8570, -0.2355, -0.3617, -0.6043, -0.1626, -0.5388, -0.4276, -0.7743, 0.6701, -0.2922, -0.4817, 0.3483, -0.4285, -0.4123, 0.2557, 0.2214, 0.3252, 0.2470, 0.2916, 0.2573, 0.2799, 0.0770, 0.2601, 0.3257, 0.3285, 0.1451, 0.3399, 0.4147, 0.4374, 0.2300, 0.3133, 0.4454, 0.3628], "energy_ha": -1020.78379, "total_charge": 1, "spin_multiplicity": 1, "homo_lumo_gap_ev": 7.3, "lumo_ha": -0.1887, "max_force_ev_per_a": 9.5, "homo_ev": -12.4366}

=====

5.
{"formula": "C3H3FN2O", "method": "the ωB97M-V functional and the def2-TZVPD basis", "symbols": ["N", "C", "N", "O", "C", "C", "F", "H", "H", "H"], "coordinates": [[1.57, -1.17, -0.13], [0.35, -0.63, 0.06], [-0.75, -1.29, -0.08], [-1.79, -0.27, 0.00], [-1.17, 0.89, 0.03], [0.13, 0.76, 0.12], [1.22, 1.58, -0.08], [1.55, -2.16, 0.26], [2.01, -0.70, 0.74], [-1.84, 1.79, 0.01]], "mulliken_charge": [-0.5633, 0.2888, -0.4534, -0.1885, -0.4211, 0.5464, -0.2658, 0.3454, 0.3185, 0.3930], "energy_ha": -400.64185, "e_above_lowest_kcal_mol": 66.1, "smiles": "Nc1nocc1F", "total_charge": 0, "spin_multiplicity": 1, "homo_lumo_gap_ev": 10.7, "lumo_ha": 0.0252, "max_force_ev_per_a": 5.3, "homo_ev": -10.0587}

=====

6.
{"formula": "C2F4N2", "method": "the ωB97M-V functional and the def2-TZVPD basis", "symbols": ["C", "C", "N", "N", "F", "F", "F", "F"], "coordinates": [[0.46, -0.39, 0.16], [-0.41, 0.87, 0.22], [0.46, -1.98, -1.75], [0.34, -1.29, -0.82], [1.03, -0.86, 1.24], [-0.21, 1.42, 1.51], [0.02, 1.63, -0.76], [-1.69, 0.60, 0.20]], "mulliken_charge": [0.1040, 0.8564, -0.4835, 0.4153, -0.2225, -0.2553, -0.1986, -0.2160], "energy_ha": -585.09565, "e_above_lowest_kcal_mol": 11.7, "total_charge": 0, "spin_multiplicity": 1, "homo_lumo_gap_ev": 8.8, "lumo_ha": -0.0141, "max_force_ev_per_a": 4.1, "homo_ev": -9.1430}

=====

7.
{"formula": "C20H58N2O10", "method": "the ωB97M-V functional and the def2-TZVPD basis", "symbols": ["C", "O", "C", "C", "N", "C", "C", "O", "C", "H", "H", "H", "H", "H", "H", "H", "H", "H", "H", "H", "H", "H", "H", "H", "C", "O", "C", "C", "N", "C", "C", "O", "C", "H", "H", "H", "H", "H", "H", "H", "H", "H", "H", "H", "H", "H", "H", "H", "C", "C", "O", "H", "H", "H", "H", "H", "H", "C", "C", "O", "H", "H", "H", "H", "H", "H", "C", "C", "O", "H", "H", "H", "H", "H", "H", "C", "C", "O", "H", "H", "H", "H", "H", "H", "O", "H", "H", "O", "H", "H"], "coordinates": [[3.27, -1.19, 6.75], [3.98, -0.63, 5.63], [4.53, -1.69, 4.83], [5.37, -1.13, 3.66], [6.57, -0.62, 4.31], [7.51, 0.09, 3.44], [8.82, 0.22, 4.22], [8.66, 1.13, 5.32], [9.40, 0.76, 6.46], [2.92, -0.43, 7.45], [3.95, -1.83, 7.31], [2.37, -1.72, 6.45], [3.66, -2.19, 4.40], [5.10, -2.43, 5.39], [4.74, -0.48, 3.06], [5.67, -1.96, 3.02], [6.38, -0.03, 5.11], [7.11, 1.08, 3.20], [7.71, -0.41, 2.49], [9.60, 0.65, 3.59], [9.23, -0.74, 4.52], [10.44, 0.65, 6.18], [9.11, -0.27, 6.70], [9.24, 1.47, 7.27], [-3.89, -2.74, 3.40], [-3.55, -4.00, 2.92], [-4.63, -4.67, 2.36], [-4.11, -6.01, 1.75], [-3.35, -6.71, 2.80], [-2.85, -8.03, 2.33], [-1.78, -8.49, 3.38], [-0.87, -7.42, 3.64], [-0.05, -7.64, 4.74], [-4.50, -2.88, 4.30], [-4.45, -2.17, 2.66], [-3.04, -2.19, 3.80], [-4.87, -4.00, 1.53], [-5.55, -4.67, 2.95], [-3.44, -5.78, 0.92], [-4.87, -6.67, 1.33], [-2.58, -6.08, 3.00], [-2.18, -7.82, 1.50], [-3.55, -8.82, 2.06], [-1.27, -9.36, 2.95], [-2.23, -8.83, 4.31], [0.28, -8.67, 4.82], [-0.41, -7.29, 5.71], [0.82, -7.05, 4.46], [-8.59, 0.39, -5.10], [-8.14, 1.81, -5.10], [-9.24, 2.59, -4.63], [-9.40, 0.22, -5.81], [-8.99, 0.26, -4.10], [-7.85, -0.41, -5.20], [-7.88, 2.08, -6.12], [-7.28, 1.97, -4.44], [-8.83, 3.25, -4.06], [-1.95, 0.47, -2.34], [-1.69, 1.90, -2.74], [-0.35, 2.13, -2.85], [-1.59, -0.29, -3.04], [-3.02, 0.34, -2.19], [-1.36, 0.23, -1.45], [-2.19, 2.52, -1.99], [-2.15, 2.10, -3.71], [-0.15, 3.06, -2.84], [4.24, 6.98, -1.68], [2.94, 7.78, -1.54], [2.23, 7.34, -2.67], [4.18, 5.90, -1.79], [4.91, 7.13, -0.83], [4.78, 7.28, -2.58], [2.92, 8.85, -1.36], [2.37, 7.41, -0.68], [2.59, 7.75, -3.45], [-2.26, 4.64, -9.13], [-3.18, 5.78, -9.64], [-3.68, 6.52, -8.51], [-1.66, 4.97, -8.28], [-1.49, 4.31, -9.84], [-2.74, 3.72, -8.78], [-3.93, 5.46, -10.36], [-2.62, 6.55, -10.18], [-4.25, 7.24, -8.80], [2.51, -1.26, -5.17], [2.02, -0.54, -4.79], [1.95, -1.58, -5.88], [-3.45, 7.78, -3.34], [-2.56, 7.48, -3.13], [-3.56, 7.61, -4.27]], "mulliken_charge": [-0.7098, -0.3271, -0.6838, -0.6813, -0.2410, -0.6611, -0.6996, -0.3464, -0.7238, 0.2629, 0.3067, 0.2845, 0.4519, 0.3884, 0.3426, 0.3574, 0.2441, 0.3325, 0.4230, 0.4245, 0.3865, 0.3075, 0.3260, 0.2355, -0.7686, -0.2872, -0.5928, -0.7005, -0.4187, -0.6352, -0.6302, -0.3034, -0.7774, 0.3245, 0.2790, 0.2485, 0.3928, 0.4329, 0.3065, 0.4026, 0.3212, 0.3290, 0.3940, 0.4099, 0.4150, 0.3268, 0.2821, 0.2493, -1.0281, -0.1392, -0.5092, 0.2615, 0.2705, 0.3400, 0.1951, 0.2995, 0.3100, -1.0646, -0.1413, -0.5065, 0.2855, 0.3217, 0.2962, 0.2745, 0.2439, 0.2917, -0.8883, -0.2481, -0.5121, 0.2686, 0.3183, 0.2780, 0.2661, 0.2099, 0.3071, -1.0139, -0.1704, -0.5268, 0.2871, 0.3309, 0.2763, 0.2873, 0.2414, 0.2883, -0.6390, 0.3223, 0.3159, -0.6371, 0.3161, 0.3208], "energy_ha": -1658.48048, "e_above_lowest_kcal_mol": 102.5, "smiles": "COCCNCCOC.COCCNCCOC.CCO.CCO.CCO.CCO.O.O", "total_charge": 0, "spin_multiplicity": 1, "homo_lumo_gap_ev": 8.7, "lumo_ha": 0.0074, "max_force_ev_per_a": 3.6, "homo_ev": -8.5429}

=====

8.
{"formula": "C4H5FS", "method": "the ωB97M-V functional and the def2-TZVPD basis", "symbols": ["C", "C", "S", "C", "C", "F", "H", "H", "H", "H", "H"], "coordinates": [[-2.57, -0.42, 0.01], [-1.33, -0.09, 0.38], [0.10, -0.94, -0.23], [1.25, 0.36, -0.30], [2.54, 0.15, -0.10], [3.09, -1.00, 0.31], [-2.80, -1.13, -0.79], [-3.45, 0.08, 0.42], [-1.14, 0.69, 1.12], [1.00, 1.34, -0.60], [3.31, 0.96, -0.21]], "mulliken_charge": [-0.6106, -0.1291, -0.1263, -0.3084, -0.0608, -0.2206, 0.2304, 0.2409, 0.3367, 0.3631, 0.2847], "energy_ha": -653.40502, "e_above_lowest_kcal_mol": 22.5, "smiles": "C=CS/C=C\\F", "total_charge": 0, "spin_multiplicity": 1, "homo_lumo_gap_ev": 9.4, "lumo_ha": 0.0383, "max_force_ev_per_a": 1.9, "homo_ev": -8.3841}